Record 1
A molecular structure, C13H18N5O4S2Ti. Source: the Open Molecules 2025 dataset; level of theory: wB97M-V/def2-TZVPD.

Structure (XYZ):
```
43
Properties=species:S:1:pos:R:3
Ti 0.3179 -0.1982 1.1402
N -0.2731 2.1301 1.6685
C -0.4781 2.1930 3.1205
C 0.7367 1.5277 3.7807
O 1.2342 2.0545 4.8024
N 1.1228 0.4793 3.0904
C 2.4516 -0.0441 3.2886
C 3.1623 -0.0898 1.9270
O 4.3828 -0.2391 1.8736
O 2.3831 0.0235 0.9008
H 0.5687 2.6315 1.4046
H -1.0597 2.5025 1.1506
H -1.3894 1.6343 3.3507
H -0.5741 3.2092 3.5148
H 2.4219 -1.0761 3.6561
H 3.0411 0.5552 3.9860
O 0.1152 0.8215 -0.7830
N -1.0119 1.1966 -1.3331
C -0.9156 1.8786 -2.4974
C -2.0140 2.3015 -3.1962
C -3.2789 2.0009 -2.6795
C -3.3691 1.3045 -1.5031
C -2.2337 0.8730 -0.7774
S -2.3230 -0.0024 0.6748
H 0.1072 2.0382 -2.8041
H -1.8795 2.8432 -4.1215
H -4.1771 2.3088 -3.2011
H -4.3276 1.0474 -1.0746
S 0.0839 -2.4377 1.9740
C 0.3730 -2.1773 0.2267
N -0.6693 -2.7977 -0.6162
C -0.7129 -2.2114 -1.9535
C 0.7199 -1.9725 -2.4469
C 1.6588 -2.9298 -1.7102
N 1.6677 -2.6994 -0.2700
H -1.5510 -2.6546 -0.1410
H -1.2800 -1.2689 -1.9910
H -1.2243 -2.9178 -2.6224
H 1.0233 -0.9495 -2.2143
H 0.7817 -2.1138 -3.5332
H 2.6833 -2.8250 -2.0822
H 1.3444 -3.9600 -1.9216
H 2.3608 -1.9899 -0.0575
```

Frontier orbital gap (spin up / spin down) (eV): 4.0 / 4.0
⟨S²⟩: 0.758
Lowest unoccupied orbital energy (spin up / spin down) (eV): 4.44 / 4.44
HOMO level (spin up / spin down) (Eh): 0.0163 / 0.0170
Charge: -2
Spin multiplicity: 2

And the natural (NBO) charges, in e, turn out to be: atom 1 (Ti): 1.132, atom 2 (N): -0.826, atom 3 (C): -0.295, atom 4 (C): 0.615, atom 5 (O): -0.770, atom 6 (N): -0.680, atom 7 (C): -0.349, atom 8 (C): 0.798, atom 9 (O): -0.721, atom 10 (O): -0.798, atom 11 (H): 0.375, atom 12 (H): 0.366, atom 13 (H): 0.202, atom 14 (H): 0.169, atom 15 (H): 0.210, atom 16 (H): 0.207, atom 17 (O): -0.567, atom 18 (N): 0.008, atom 19 (C): 0.017, atom 20 (C): -0.310, atom 21 (C): -0.217, atom 22 (C): -0.246, atom 23 (C): 0.006, atom 24 (S): -0.189, atom 25 (H): 0.226, atom 26 (H): 0.207, atom 27 (H): 0.199, atom 28 (H): 0.221, atom 29 (S): -0.374, atom 30 (C): -0.208, atom 31 (N): -0.690, atom 32 (C): -0.197, atom 33 (C): -0.434, atom 34 (C): -0.205, atom 35 (N): -0.675, atom 36 (H): 0.377, atom 37 (H): 0.153, atom 38 (H): 0.155, atom 39 (H): 0.221, atom 40 (H): 0.172, atom 41 (H): 0.174, atom 42 (H): 0.162, atom 43 (H): 0.381

***

Record 2
A molecular structure, C20H42AsIN4OsPS. Source: the Open Molecules 2025 dataset; level of theory: wB97M-V/def2-TZVPD.

Structure (XYZ):
```
71
Properties=species:S:1:pos:R:3
Os -1.4406 -0.2112 -0.2350
I -5.0234 -4.4915 -2.7918
C -3.4534 -3.5372 -1.8687
C -2.2848 -4.1012 -1.3883
N -1.5430 -3.1208 -0.8543
N -2.1556 -1.9268 -1.0004
C -3.3249 -2.1766 -1.6102
H -1.9342 -5.1217 -1.4083
H -0.6113 -3.1696 -0.4761
H -4.0158 -1.3788 -1.8206
C -4.3580 -1.0174 4.2021
As -2.6392 -0.7809 3.3908
C -1.6094 0.4171 4.4754
C -1.7403 -2.4643 3.2238
S -3.0694 0.1377 1.4525
H -4.2011 -1.4430 5.1937
H -4.9606 -1.6897 3.5965
H -4.8507 -0.0515 4.2865
H -1.6584 0.0707 5.5076
H -2.0465 1.4105 4.4026
H -0.5745 0.4306 4.1458
H -1.5750 -2.8748 4.2199
H -0.7839 -2.3141 2.7273
H -2.3696 -3.1392 2.6474
C 2.6457 -1.4421 1.2937
C 3.0915 -0.6679 0.0363
C 4.3268 0.1930 0.3600
C 3.4661 -1.7134 -1.0238
P 1.7144 0.4109 -0.5989
N 0.2702 -0.4743 -0.4585
C 1.2814 1.8754 0.4915
C 2.1536 3.1045 0.1849
C 1.4161 1.5221 1.9758
C -0.1874 2.2222 0.2601
C 1.8549 0.8363 -2.4033
C 0.7778 1.8535 -2.8070
C 3.2441 1.4270 -2.7068
C 1.6148 -0.4236 -3.2570
H 3.4330 -2.1624 1.5201
H 1.7266 -2.0064 1.1242
H 2.5262 -0.8191 2.1701
H 5.1268 -0.4859 0.6620
H 4.1625 0.8801 1.1861
H 4.6922 0.7565 -0.4980
H 4.2101 -2.3708 -0.5717
H 3.9214 -1.2777 -1.9105
H 2.6184 -2.3332 -1.3209
H 3.2120 2.8823 0.2986
H 1.9088 3.8886 0.9045
H 1.9890 3.5091 -0.8135
H 2.4465 1.3761 2.2806
H 0.8394 0.6348 2.2323
H 1.0265 2.3664 2.5498
H -0.4564 2.4869 -0.7509
H -0.4558 3.0667 0.9038
H -0.8849 1.4603 0.7168
H 0.8988 2.8297 -2.3380
H -0.2323 1.4751 -2.6295
H 0.8737 2.0045 -3.8829
H 3.4646 2.3205 -2.1257
H 3.2566 1.7150 -3.7597
H 4.0483 0.7059 -2.5656
H 0.6464 -0.8849 -3.0499
H 2.3935 -1.1707 -3.1615
H 1.6061 -0.1009 -4.2993
C -4.3798 2.4672 -2.6334
C -3.4769 1.6211 -1.8747
N -2.7626 0.9546 -1.2745
H -4.1826 2.3508 -3.6992
H -4.2344 3.5069 -2.3384
H -5.4080 2.1731 -2.4168
```

Frontier orbital gap (eV): 5.9
Lowest unoccupied orbital energy (eV): -10.33
HOMO level (Eh): -0.5978
Charge: +3

And the Löwdin charges, in e, turn out to be: atom 1 (Os): 1.121, atom 2 (I): 1.021, atom 3 (C): -0.746, atom 4 (C): -0.074, atom 5 (N): 0.030, atom 6 (N): -0.224, atom 7 (C): -0.158, atom 8 (H): 0.148, atom 9 (H): 0.150, atom 10 (H): 0.112, atom 11 (C): -0.217, atom 12 (As): 0.829, atom 13 (C): -0.213, atom 14 (C): -0.224, atom 15 (S): 0.221, atom 16 (H): 0.065, atom 17 (H): 0.057, atom 18 (H): 0.060, atom 19 (H): 0.066, atom 20 (H): 0.057, atom 21 (H): 0.028, atom 22 (H): 0.064, atom 23 (H): 0.023, atom 24 (H): 0.050, atom 25 (C): -0.071, atom 26 (C): -0.605, atom 27 (C): -0.043, atom 28 (C): -0.069, atom 29 (P): 1.079, atom 30 (N): -0.363, atom 31 (C): -0.594, atom 32 (C): -0.037, atom 33 (C): -0.070, atom 34 (C): -0.117, atom 35 (C): -0.606, atom 36 (C): -0.075, atom 37 (C): -0.044, atom 38 (C): -0.067, atom 39 (H): 0.107, atom 40 (H): 0.062, atom 41 (H): 0.067, atom 42 (H): 0.114, atom 43 (H): 0.075, atom 44 (H): 0.081, atom 45 (H): 0.110, atom 46 (H): 0.076, atom 47 (H): 0.089, atom 48 (H): 0.089, atom 49 (H): 0.112, atom 50 (H): 0.078, atom 51 (H): 0.083, atom 52 (H): 0.058, atom 53 (H): 0.110, atom 54 (H): 0.058, atom 55 (H): 0.129, atom 56 (H): -0.027, atom 57 (H): 0.076, atom 58 (H): 0.059, atom 59 (H): 0.110, atom 60 (H): 0.082, atom 61 (H): 0.113, atom 62 (H): 0.077, atom 63 (H): 0.072, atom 64 (H): 0.064, atom 65 (H): 0.109, atom 66 (C): 0.019, atom 67 (C): -0.116, atom 68 (N): -0.045, atom 69 (H): 0.115, atom 70 (H): 0.115, atom 71 (H): 0.117

***

Record 3
A single C4H2S2 molecule at a distorted geometry. Source: the Open Molecules 2025 dataset; level of theory: wB97M-V/def2-TZVPD.

Structure (XYZ):
```
8
Properties=species:S:1:pos:R:3
C 0.1679 -2.2051 1.1734
C 0.1818 -0.9810 0.9262
C 0.2933 0.3806 0.4431
S 1.2462 1.5816 0.9632
C -0.5142 0.5050 -0.7886
S -1.2719 -0.6165 -1.6506
H -0.0006 -3.1795 1.7174
H -0.3612 1.5416 -1.2441
```

Frontier orbital gap (eV): 6.9
Lowest unoccupied orbital energy (eV): -2.27
HOMO level (Eh): -0.3373

And the natural (NBO) charges, in e, turn out to be: atom 1 (C): -0.139, atom 2 (C): -0.078, atom 3 (C): -0.271, atom 4 (S): 0.183, atom 5 (C): -0.354, atom 6 (S): 0.176, atom 7 (H): 0.264, atom 8 (H): 0.220

***

The records above yield energy relative to the best compared isomer or geometry (same formula, charge and spin) values of 2.231, 0.405, 1.272 eV, respectively.